[1]
C17H25N6O8STi | ωB97M-V with the def2-TZVPD basis set

Structure (XYZ):
```
58
Properties=species:S:1:pos:R:3:forces:R:3
Ti 0.143 -2.078 1.592 -0.727 0.038 -1.569
O -2.685 -4.213 3.488 -0.125 -0.177 0.210
C -1.702 -3.608 3.168 0.274 0.553 -1.041
O -1.451 -3.094 1.949 -0.881 -0.940 1.004
C -0.567 -3.270 4.111 0.495 0.450 -0.192
C -0.394 -3.647 5.421 0.099 -0.079 0.395
C 0.729 -3.174 6.110 -0.190 -0.025 -0.205
C 1.632 -2.319 5.483 0.116 0.057 0.180
C 1.418 -1.987 4.162 -0.539 -0.353 -0.030
N 0.348 -2.482 3.512 0.174 -0.366 1.629
C 2.178 -1.046 3.253 -0.217 -0.126 -0.965
O 2.857 -0.123 3.640 0.110 -0.018 0.250
O 1.882 -1.296 1.982 1.154 0.744 0.994
H -1.120 -4.295 5.892 0.006 0.010 0.002
H 0.887 -3.465 7.139 0.007 0.001 0.007
H 2.488 -1.919 6.010 -0.006 0.008 -0.013
C 0.759 4.387 -3.866 -0.034 0.011 0.094
C -0.491 3.516 -3.753 -0.041 0.454 0.212
S -0.122 1.995 -2.933 0.268 -0.972 -3.104
O 1.067 1.444 -3.541 -0.313 0.260 0.766
O -0.150 2.224 -1.500 -2.335 -1.595 -2.373
C -1.502 0.930 -3.395 -0.182 -0.187 0.186
C -1.112 -0.528 -3.682 0.197 0.140 0.192
N -0.323 -1.126 -2.606 -0.334 -0.142 -0.358
C -0.798 -1.389 -1.371 -0.181 -0.009 0.355
N 0.165 -1.807 -0.569 0.361 0.046 -0.660
C 1.318 -1.861 -1.328 -0.232 -0.101 0.586
C 1.012 -1.467 -2.576 0.676 0.337 -0.881
N 1.929 -1.411 -3.715 -0.509 0.030 0.759
O 3.090 -1.603 -3.454 0.072 0.012 -0.120
O 1.454 -1.193 -4.810 0.103 -0.078 -0.265
C -2.220 -1.240 -0.955 0.010 -0.022 -0.072
H 0.463 5.386 -4.183 0.017 -0.024 -0.020
H 1.461 3.979 -4.587 -0.015 -0.050 -0.002
H 1.277 4.481 -2.910 -0.022 0.033 0.016
H -0.886 3.258 -4.733 0.042 -0.036 -0.026
H -1.279 3.994 -3.168 -0.036 0.016 -0.056
H -1.922 1.326 -4.319 0.041 0.173 0.034
H -2.250 1.041 -2.614 -0.070 -0.085 0.067
H -0.535 -0.588 -4.596 0.088 0.015 0.052
H -2.014 -1.123 -3.822 -0.084 0.106 0.037
H 2.268 -2.171 -0.929 -0.012 -0.030 0.018
H -2.903 -1.588 -1.730 0.005 0.046 -0.033
H -2.453 -0.197 -0.733 -0.085 0.039 0.036
H -2.408 -1.842 -0.066 0.090 0.015 0.043
N 0.822 3.074 0.269 1.927 1.682 3.676
C -0.180 2.581 1.298 0.658 0.686 -0.535
C 0.140 1.120 1.495 0.105 -0.244 0.012
N -0.898 0.310 2.094 -0.050 -0.187 -0.064
H 0.798 4.088 0.150 0.006 -0.112 0.188
H 0.639 2.640 -0.644 0.395 0.050 0.088
H 1.775 2.819 0.546 -0.118 0.198 0.309
H -1.159 2.761 0.859 -0.104 -0.104 0.056
H -0.059 3.189 2.193 -0.102 -0.078 0.051
H 1.068 0.998 2.061 -0.086 0.069 -0.011
H 0.341 0.705 0.502 0.050 -0.085 0.021
H -1.785 0.438 1.619 -0.025 -0.102 0.133
H -1.040 0.466 3.087 0.107 0.049 -0.061
```
Positions in Å, forces in eV/Å.

As for the net charge: +1. Its multiplicity is 3. The value obtained for the LUMO energy (spin up / spin down) is -3.082 / -3.078 eV. The gap between HOMO and LUMO (spin up / spin down) comes out at 4.87 / 8.67 eV. As for the HOMO energy (spin up / spin down): -7.9535 / -11.7453 eV.


[2]
C47H59HgN4O2Se2 | ωB97M-V with the def2-TZVPD basis set

Structure (XYZ):
```
115
Properties=species:S:1:pos:R:3:forces:R:3
Hg 0.245 0.263 0.777 0.002 -0.175 -0.732
C -5.827 -0.213 0.710 -0.021 0.079 0.134
C -5.275 0.793 1.729 0.088 -0.090 -0.184
C -3.897 1.246 1.354 0.065 0.034 0.011
C -3.573 2.272 0.480 0.037 -0.111 -0.019
C -4.515 3.163 -0.269 0.063 0.125 0.176
C -4.654 4.561 0.348 -0.021 -0.081 -0.110
C -2.148 2.257 0.339 -0.068 -0.046 0.079
N -1.640 1.263 1.110 -0.880 0.411 0.194
C -2.666 0.615 1.727 -0.074 0.105 -0.009
C -2.519 -0.535 2.556 0.345 -0.198 0.037
C -1.379 -1.272 2.855 -0.346 0.409 -0.112
C -1.347 -2.529 3.593 0.311 -0.238 0.125
C -2.555 -3.283 4.053 0.034 -0.111 -0.208
C -3.114 -4.127 2.898 -0.041 0.099 0.116
C -0.049 -2.944 3.623 -0.410 -0.051 0.098
C 0.736 -1.951 2.895 0.513 0.225 -0.083
C 2.105 -2.009 2.627 -0.415 0.080 0.159
C 2.880 -1.166 1.764 0.168 0.142 -0.027
N 2.370 -0.170 0.994 0.916 -0.217 0.091
C 3.364 0.352 0.225 0.142 -0.171 0.181
C 3.203 1.450 -0.673 -0.391 0.309 -0.111
C 2.070 2.218 -0.923 0.363 -0.466 0.279
N 0.830 2.008 -0.389 0.211 0.765 -0.432
C -0.015 2.981 -0.830 -0.484 -0.204 0.255
C -1.365 3.100 -0.502 0.360 -0.108 -0.178
C 0.729 3.873 -1.713 0.403 -0.057 -0.232
C 2.011 3.407 -1.765 -0.327 0.234 -0.219
C 3.173 3.997 -2.501 -0.014 0.043 0.142
C 4.055 4.867 -1.598 0.006 -0.027 -0.094
C 0.147 5.064 -2.407 0.018 0.093 0.170
C 0.003 6.282 -1.487 -0.016 -0.025 -0.102
C 4.582 -0.328 0.528 -0.104 -0.032 -0.136
C 4.286 -1.264 1.514 -0.123 0.037 0.100
C 5.243 -2.169 2.232 -0.101 -0.083 -0.207
C 5.361 -3.564 1.605 0.033 0.076 0.127
C 5.912 -0.092 -0.121 -0.018 0.163 0.226
C 6.713 1.039 0.536 0.038 -0.072 -0.096
N -0.101 -0.963 2.484 -0.234 -0.597 0.790
C 0.498 -4.195 4.235 0.051 0.127 0.088
C 1.193 -3.930 5.576 -0.023 -0.070 -0.094
H -6.820 -0.567 1.006 -0.008 -0.037 -0.041
H -5.153 -1.066 0.616 -0.029 -0.049 -0.034
H -5.900 0.252 -0.275 -0.005 -0.023 -0.036
H -5.256 0.324 2.717 -0.033 0.069 0.038
H -5.945 1.658 1.795 -0.005 -0.019 0.065
H -5.505 2.699 -0.306 0.018 -0.036 -0.085
H -4.168 3.263 -1.302 -0.068 -0.048 -0.026
H -5.083 4.494 1.350 0.029 0.020 0.026
H -5.302 5.194 -0.266 -0.002 0.051 0.041
H -3.677 5.040 0.430 0.006 0.024 0.027
H -3.446 -0.935 2.950 -0.011 -0.033 -0.033
H -3.326 -2.589 4.398 0.040 0.006 0.070
H -2.296 -3.933 4.895 -0.036 0.067 0.046
H -3.302 -3.499 2.024 -0.010 -0.062 -0.063
H -4.044 -4.626 3.188 0.003 -0.021 -0.027
H -2.385 -4.883 2.604 -0.009 -0.017 -0.036
H 2.649 -2.819 3.102 -0.013 -0.049 -0.067
H 4.099 1.742 -1.211 0.003 0.028 0.007
H -1.909 3.895 -1.003 0.012 0.023 -0.010
H 2.808 4.604 -3.335 0.037 -0.051 -0.046
H 3.787 3.196 -2.921 -0.045 -0.002 -0.063
H 3.491 5.717 -1.212 -0.011 0.001 0.021
H 4.919 5.249 -2.150 0.021 0.022 0.037
H 4.413 4.286 -0.748 0.005 0.008 0.020
H -0.843 4.808 -2.797 0.037 -0.027 -0.063
H 0.771 5.340 -3.263 -0.034 -0.049 -0.027
H -0.622 6.036 -0.628 0.010 0.009 0.025
H -0.454 7.118 -2.025 -0.003 0.035 0.048
H 0.978 6.601 -1.116 0.008 0.000 0.024
H 4.911 -2.278 3.269 0.100 0.025 0.033
H 6.235 -1.705 2.257 -0.003 0.002 0.065
H 4.388 -4.056 1.610 -0.008 -0.043 -0.069
H 6.070 -4.188 2.158 -0.003 -0.029 -0.009
H 5.700 -3.492 0.570 -0.036 -0.023 -0.034
H 5.766 0.148 -1.178 0.025 -0.072 -0.018
H 6.504 -1.012 -0.078 0.007 -0.003 -0.085
H 6.142 1.968 0.523 -0.017 0.008 0.017
H 7.660 1.207 0.012 0.023 0.036 0.030
H 6.935 0.796 1.577 -0.020 0.025 0.024
H 1.215 -4.649 3.544 -0.045 -0.046 -0.019
H -0.309 -4.917 4.389 0.018 -0.024 -0.073
H 1.975 -3.180 5.451 0.019 0.014 0.042
H 1.643 -4.844 5.975 0.014 0.016 0.034
H 0.475 -3.550 6.304 0.012 0.027 0.021
C 0.747 -0.405 -5.102 -0.014 -0.122 0.453
Se 1.024 -0.916 -3.206 -0.010 -0.033 -0.463
C -0.229 -2.438 -3.288 0.018 0.114 0.111
C -0.005 -3.459 -2.169 0.079 0.350 0.124
Se 0.845 -2.700 -0.565 0.624 -0.878 -0.364
C 2.628 -3.396 -1.063 -0.155 0.250 0.031
H 1.296 0.522 -5.262 -0.015 0.004 -0.013
H -0.315 -0.236 -5.275 0.007 0.029 -0.030
H 1.123 -1.177 -5.773 -0.011 0.005 0.006
H -0.110 -2.884 -4.279 -0.010 -0.041 0.050
H -1.225 -2.006 -3.216 -0.009 -0.034 -0.024
H 0.649 -4.267 -2.496 -0.030 -0.007 0.002
H -0.954 -3.866 -1.825 -0.011 -0.012 -0.103
H 2.674 -4.486 -1.016 -0.055 0.019 0.084
H 3.333 -2.956 -0.361 0.064 -0.018 0.029
H 2.876 -3.056 -2.068 0.014 0.002 0.008
O -3.508 -2.672 -0.397 -0.169 -0.067 -0.001
C -2.679 -1.831 -0.788 0.459 -0.033 0.141
O -1.484 -1.700 -0.395 -0.858 0.345 -0.254
C -3.134 -0.886 -1.912 0.055 -0.101 0.083
C -4.304 -1.158 -2.614 -0.049 -0.020 0.007
C -4.706 -0.341 -3.662 -0.011 0.006 -0.025
C -3.940 0.764 -4.011 -0.024 0.079 -0.106
C -2.763 1.034 -3.327 -0.023 0.006 0.025
C -2.362 0.206 -2.288 0.019 0.022 0.049
H -4.882 -2.027 -2.326 0.004 0.022 0.063
H -5.611 -0.567 -4.216 -0.016 0.004 0.038
H -4.260 1.411 -4.822 0.013 -0.012 -0.007
H -2.149 1.886 -3.595 -0.008 0.019 0.005
H -1.432 0.392 -1.773 0.072 0.024 0.095
```
Positions in Å, forces in eV/Å.

As for the net charge: -2. Its multiplicity is 2. The value obtained for the LUMO energy (spin up / spin down) is 4.132 / 4.119 eV. The gap between HOMO and LUMO (spin up / spin down) comes out at 3.71 / 5.26 eV. As for the HOMO energy (spin up / spin down): 0.4270 / -1.1371 eV.


[3]
C9H10IN2O | ωB97M-V with the def2-TZVPD basis set

Structure (XYZ):
```
23
Properties=species:S:1:pos:R:3:forces:R:3
C -1.114 -2.973 0.275 0.621 0.733 1.338
C -1.916 -1.828 0.253 -2.302 -2.115 -1.214
C 0.223 -2.755 0.361 -1.207 2.436 -1.384
C -1.466 -0.586 0.041 0.666 2.705 0.410
C 0.824 -1.436 0.180 -2.424 -2.474 0.822
C -0.068 -0.369 0.098 -0.960 2.462 0.226
C 2.189 -1.463 0.112 3.061 2.415 -0.263
C 0.593 1.794 1.050 -1.029 -3.190 0.757
C 0.225 1.498 -1.416 0.028 1.054 1.280
N 0.333 1.004 -0.018 0.332 -0.833 -1.422
N 0.955 3.012 0.875 0.607 3.360 -1.335
O 2.953 -2.443 -0.195 -0.172 -2.226 -0.222
I 3.530 0.225 0.375 -1.033 -1.010 -0.121
H -1.517 -3.950 0.485 -0.145 -0.058 -0.217
H -2.987 -2.019 0.237 0.017 0.269 0.279
H 0.790 -3.566 0.556 2.145 -2.444 0.537
H -2.191 0.308 -0.031 1.497 -1.576 0.130
H -0.764 1.911 -1.589 -0.048 0.613 0.141
H 1.028 2.226 -1.430 -0.197 0.335 -0.943
H 0.327 0.804 -2.214 0.673 -1.122 -0.254
H 2.590 -3.369 -0.416 0.039 1.887 0.450
H 0.887 3.583 1.710 0.486 -0.080 -0.281
H 1.168 3.577 -0.005 -0.656 -1.142 1.283
```
Positions in Å, forces in eV/Å.

As for the net charge: +1. The value obtained for the LUMO energy is -5.554 eV. The gap between HOMO and LUMO comes out at 5.67 eV. As for the HOMO energy: -11.2253 eV.


[4]
C10H14BFN6Zn | ωB97M-V with the def2-TZVPD basis set

Structure (XYZ):
```
33
Properties=species:S:1:pos:R:3:forces:R:3
H -0.368 2.894 2.626 0.035 -0.427 0.007
N 0.027 1.544 0.974 -0.225 0.221 0.432
B 0.637 0.636 -1.392 -0.167 -0.700 1.342
N 0.516 1.754 -0.293 -0.137 0.533 1.264
C 0.803 3.056 -0.421 -0.194 -0.102 0.691
Zn -0.764 -0.684 1.390 1.069 -0.708 -0.420
H 1.218 3.425 -1.332 0.088 0.188 -0.352
C 0.500 3.702 0.767 0.252 0.153 0.068
H 0.641 4.719 1.044 0.077 0.548 -0.199
C 0.020 2.726 1.632 0.261 -0.057 -2.075
H 1.069 1.054 -2.421 0.001 0.101 -0.009
C -1.429 -2.442 1.850 -0.392 -0.257 0.973
H -1.826 -2.444 2.875 -0.236 -0.355 -0.368
H -0.625 -3.177 1.816 0.003 -0.072 -0.097
H -2.188 -2.702 1.099 0.086 -0.171 0.442
N -0.774 0.046 -1.529 -1.289 -0.298 0.479
N 1.531 -0.480 -0.782 0.050 -0.365 1.033
N -1.469 -0.403 -0.397 -1.177 0.429 -3.714
N 1.179 -1.036 0.436 1.000 -0.073 -0.620
C -1.559 -0.050 -2.624 -0.309 -0.027 0.603
C 2.709 -0.984 -1.192 -0.087 -0.138 0.493
H -1.226 0.250 -3.618 0.058 -0.092 0.535
H 3.167 -0.640 -2.114 -0.149 -0.157 0.221
C -2.795 -0.551 -2.232 -0.043 -0.461 -0.051
C 3.145 -1.898 -0.239 -0.161 0.104 0.173
C -2.680 -0.797 -0.854 0.856 0.785 -0.259
C 2.160 -1.894 0.768 -0.453 0.764 -1.244
H -3.654 -0.792 -2.862 0.452 0.194 0.264
H 4.045 -2.486 -0.242 0.049 0.018 -0.117
H -3.434 -1.206 -0.192 0.290 0.081 0.014
H 2.087 -2.495 1.662 -0.004 0.123 0.006
H -0.125 0.959 2.536 -0.488 -1.110 1.562
F -0.538 0.395 3.260 0.882 1.328 -1.078
```
Positions in Å, forces in eV/Å.

As for the net charge: 0. The value obtained for the LUMO energy is 0.651 eV. The gap between HOMO and LUMO comes out at 8.95 eV. As for the HOMO energy: -8.3030 eV.


| no. | calculated total energy (eV) |
| --- | --- |
| 1 | -77298.5499 |
| 2 | -194621.5607 |
| 3 | -22613.1402 |
| 4 | -71350.9096 |